93
Properties=species:S:1:pos:R:3 method="wB97M-V/def2-TZVPD" gap_ev="4.57 / 3.86" total_charge=+3 spin_multiplicity=1 e_lumo_ev="-10.65 / -11.37" total_energy_ev=-141553.6346
Tl 0.019 0.282 -1.067
P 0.322 2.753 0.824
P -2.534 1.193 -0.924
P 2.718 0.481 -0.923
H -1.364 -2.516 -9.225
C -0.501 -3.151 -8.986
C -0.661 -4.410 -8.561
H -1.660 -4.847 -8.435
C 0.478 4.367 -0.074
C -1.030 3.192 2.016
C 1.826 2.869 1.902
C -3.184 0.100 -2.247
C -3.716 0.949 0.446
C -2.939 2.852 -1.566
C 2.994 -0.772 -2.235
C 3.808 -0.065 0.431
C 3.558 1.943 -1.613
H 0.489 -2.769 -9.267
H 0.191 -5.096 -8.469
H 0.519 5.183 0.666
H -0.378 4.526 -0.744
H 1.389 4.391 -0.689
H -0.677 4.066 2.590
H -1.250 2.380 2.727
H -1.961 3.450 1.488
H 1.726 3.772 2.526
H 2.743 2.951 1.295
H 1.943 1.995 2.560
H -4.283 0.093 -2.209
H -2.820 -0.925 -2.089
H -2.852 0.425 -3.242
H -4.615 1.563 0.276
H -3.264 1.243 1.401
H -4.005 -0.106 0.521
H -4.033 2.902 -1.670
H -2.459 3.005 -2.542
H -2.601 3.650 -0.893
H 4.062 -1.030 -2.260
H 2.680 -0.416 -3.226
H 2.416 -1.674 -2.004
H 4.841 -0.070 0.052
H 3.530 -1.072 0.760
H 3.745 0.599 1.304
H 4.637 1.732 -1.643
H 3.377 2.826 -0.985
H 3.181 2.155 -2.622
C 0.237 0.988 -4.530
C -0.146 -0.373 -4.465
C -0.221 -1.151 -5.608
C 0.117 -0.600 -6.852
C 0.535 0.737 -6.934
C 0.603 1.524 -5.786
Se 0.279 2.121 -3.052
H -0.204 -1.504 -1.309
H -0.374 -0.810 -3.492
H -0.530 -2.190 -5.552
H 0.043 -1.222 -7.749
H 0.816 1.191 -7.894
H 0.946 2.558 -5.848
C -1.597 1.813 6.726
C -0.366 2.152 6.165
C 0.097 1.513 5.008
C -0.693 0.519 4.397
C -1.956 0.204 4.924
C -2.395 0.836 6.101
Sb 0.005 -0.511 2.574
C 1.807 -1.488 3.336
C 2.259 -2.647 2.685
C 3.479 -3.222 3.074
C 4.251 -2.633 4.094
C 3.794 -1.468 4.714
C 2.573 -0.889 4.342
C -1.406 -2.179 2.555
C -1.577 -2.962 3.696
C -2.628 -3.902 3.738
C -3.481 -4.061 2.631
C -3.250 -3.311 1.472
C -2.206 -2.384 1.419
H -1.951 2.297 7.639
H 0.253 2.921 6.635
H 1.062 1.803 4.598
H -2.605 -0.533 4.438
H -3.368 0.564 6.531
H 1.676 -3.103 1.877
H 3.832 -4.135 2.580
H 5.206 -3.087 4.385
H 4.388 -1.002 5.502
H 2.240 0.022 4.841
H -0.931 -2.847 4.579
H -2.777 -4.494 4.648
H -4.317 -4.771 2.681
H -3.893 -3.448 0.607
H -2.031 -1.806 0.503

93
Properties=species:S:1:pos:R:3 method="wB97M-V/def2-TZVPD" gap_ev="7.19 / 3.24" total_charge=+4 spin_multiplicity=5 e_lumo_ev="-10.33 / -14.76" total_energy_ev=-143078.1605
Pd 0.438 0.614 0.349
P 2.469 -0.580 0.491
P 1.449 2.669 0.192
P -0.694 -3.177 -3.635
H -1.497 3.404 -2.425
C -2.196 2.640 -2.077
C -1.965 1.820 -1.051
H -0.916 1.671 -0.725
C 3.607 -0.513 -0.925
C 3.468 -0.129 1.931
C 2.164 -2.328 0.790
C 0.560 3.958 -0.701
C 1.685 3.222 1.894
C 3.123 2.776 -0.512
C -2.099 -2.548 -4.542
C -1.074 -3.493 -1.915
C 0.111 -4.598 -4.357
H -3.156 2.635 -2.608
H -2.786 1.352 -0.497
H 4.539 -1.011 -0.634
H 3.838 0.517 -1.207
H 3.156 -1.014 -1.790
H 4.346 -0.778 1.952
H 2.903 -0.297 2.848
H 3.811 0.905 1.914
H 3.000 -2.918 0.383
H 1.235 -2.659 0.309
H 2.104 -2.513 1.873
H 1.269 4.790 -0.818
H -0.318 4.279 -0.124
H 0.240 3.593 -1.684
H 2.282 4.141 1.871
H 2.220 2.455 2.461
H 0.708 3.408 2.351
H 3.394 3.842 -0.539
H 3.097 2.365 -1.529
H 3.836 2.234 0.120
H -2.420 -3.266 -5.312
H -1.863 -1.566 -4.982
H -2.928 -2.402 -3.839
H -1.464 -4.524 -1.838
H -1.805 -2.760 -1.529
H -0.145 -3.426 -1.326
H -0.646 -5.247 -4.819
H 0.648 -5.157 -3.575
H 0.851 -4.276 -5.107
C 0.823 0.127 -5.172
C -0.264 0.680 -4.445
C -1.191 1.504 -5.059
C -1.053 1.814 -6.414
C 0.062 1.347 -7.134
C 0.972 0.459 -6.548
Se 1.804 -1.096 -4.158
H 0.489 -2.092 -3.881
H -0.421 0.371 -3.403
H -2.020 1.899 -4.459
H -1.798 2.426 -6.926
H 0.224 1.672 -8.166
H 1.755 -0.024 -7.159
C 2.608 -0.218 5.785
C 2.030 -1.407 5.328
C 1.031 -1.409 4.361
C 0.626 -0.199 3.764
C 1.139 0.999 4.298
C 2.148 0.989 5.257
P -0.455 -0.068 2.310
C -1.540 -1.512 2.260
C -2.921 -1.353 2.073
C -3.739 -2.473 1.926
C -3.225 -3.763 2.065
C -1.868 -3.915 2.337
C -1.013 -2.813 2.332
C -1.549 1.259 2.883
C -2.027 1.242 4.203
C -2.948 2.213 4.598
C -3.391 3.214 3.722
C -2.923 3.214 2.403
C -2.015 2.232 2.009
H 3.358 -0.232 6.579
H 2.338 -2.358 5.763
H 0.543 -2.351 4.106
H 0.741 1.959 3.970
H 2.553 1.931 5.628
H -3.345 -0.352 2.013
H -4.788 -2.333 1.696
H -3.875 -4.637 1.971
H -1.465 -4.897 2.574
H 0.059 -2.977 2.415
H -1.661 0.475 4.891
H -3.326 2.182 5.618
H -4.100 3.982 4.045
H -3.251 3.950 1.669
H -1.708 2.227 0.969

93
Properties=species:S:1:pos:R:3 method="wB97M-V/def2-TZVPD" gap_ev="6.60 / 4.09" total_charge=+4 spin_multiplicity=4 e_lumo_ev="-12.04 / -14.33" total_energy_ev=-87218.0817
Re -0.107 0.012 -0.051
P 1.715 1.036 0.856
P -1.890 1.597 0.092
P 0.479 0.843 -2.156
H -1.032 -2.583 -0.507
C -0.346 -1.915 -1.038
C 1.012 -1.764 -0.518
H 1.288 -2.333 0.368
C 2.211 0.587 2.569
C 1.731 2.871 1.024
C 3.346 0.746 0.032
C -3.419 0.928 -0.672
C -2.538 2.142 1.719
C -1.729 3.265 -0.677
C 1.753 -0.087 -3.111
C 1.171 2.528 -2.443
C -0.990 0.995 -3.260
H -0.489 -1.919 -2.124
H 1.840 -1.657 -1.221
H 2.398 -0.489 2.660
H 1.412 0.842 3.272
H 3.115 1.144 2.846
H 0.826 3.195 1.551
H 1.755 3.374 0.050
H 2.611 3.185 1.604
H 3.498 -0.331 -0.103
H 4.157 1.143 0.660
H 3.413 1.218 -0.955
H -4.246 1.634 -0.503
H -3.665 -0.037 -0.208
H -3.279 0.778 -1.750
H -3.429 2.769 1.567
H -1.770 2.729 2.239
H -2.807 1.282 2.342
H -2.608 3.865 -0.399
H -1.678 3.221 -1.769
H -0.828 3.764 -0.295
H 1.935 0.420 -4.068
H 1.439 -1.114 -3.330
H 2.701 -0.120 -2.561
H 1.265 2.673 -3.530
H 2.169 2.622 -2.000
H 0.503 3.299 -2.045
H -0.660 1.188 -4.292
H -1.621 1.834 -2.945
H -1.583 0.071 -3.239
C -0.562 -2.812 -6.280
C -1.670 -2.755 -7.143
C -1.929 -3.824 -7.997
C -1.072 -4.926 -8.022
C 0.100 -4.925 -7.254
C 0.374 -3.857 -6.394
S -0.387 -1.572 -5.075
H -1.030 -2.140 -4.000
H -2.325 -1.892 -7.080
H -2.815 -3.789 -8.632
H -1.315 -5.793 -8.642
H 0.793 -5.763 -7.313
H 1.271 -3.831 -5.774
C -2.333 0.660 6.225
C -1.503 1.424 5.397
C -1.036 0.897 4.190
C -1.423 -0.396 3.779
C -2.215 -1.170 4.647
C -2.678 -0.641 5.854
P -0.721 -1.148 2.227
C 0.498 -2.240 3.123
C 1.058 -3.379 2.506
C 2.056 -4.123 3.136
C 2.510 -3.765 4.411
C 1.968 -2.642 5.039
C 0.978 -1.898 4.404
C -2.155 -2.258 1.898
C -2.071 -3.652 1.808
C -3.187 -4.409 1.445
C -4.413 -3.790 1.206
C -4.535 -2.406 1.372
C -3.420 -1.651 1.738
H -2.704 1.081 7.161
H -1.218 2.439 5.680
H -0.403 1.516 3.547
H -2.486 -2.195 4.386
H -3.314 -1.250 6.499
H 0.708 -3.717 1.524
H 2.481 -4.991 2.624
H 3.278 -4.354 4.909
H 2.316 -2.340 6.028
H 0.576 -1.032 4.935
H -1.155 -4.171 2.062
H -3.094 -5.488 1.361
H -5.280 -4.378 0.904
H -5.503 -1.914 1.231
H -3.545 -0.578 1.940

96
Properties=species:S:1:pos:R:3 method="wB97M-V/def2-TZVPD" gap_ev="3.26 / 4.23" total_charge=+2 spin_multiplicity=6 e_lumo_ev="-4.73 / -8.68" total_energy_ev=-93744.8182
P 1.382 1.094 -2.918
C 3.053 1.482 -2.739
C 3.814 0.821 -3.726
H 3.377 -0.018 -4.267
C 5.089 1.286 -3.988
H 5.660 0.814 -4.783
C 5.613 2.354 -3.251
H 6.612 2.720 -3.485
C 4.872 2.954 -2.224
H 5.300 3.775 -1.651
C 3.586 2.516 -1.936
H 2.985 2.940 -1.133
C 1.004 -0.558 -3.297
C 1.747 -1.669 -2.840
H 2.548 -1.527 -2.114
C 1.440 -2.925 -3.343
H 1.987 -3.793 -2.981
C 0.465 -3.065 -4.335
H 0.277 -4.044 -4.775
C -0.258 -1.959 -4.786
H -0.993 -2.055 -5.579
C -0.037 -0.708 -4.239
H -0.605 0.169 -4.553
C 0.251 2.347 -3.275
C 0.688 2.917 -4.489
H 1.619 2.562 -4.935
C -0.090 3.904 -5.064
H 0.226 4.316 -6.016
C -1.251 4.350 -4.421
H -1.846 5.134 -4.885
C -1.652 3.802 -3.199
H -2.548 4.162 -2.697
C -0.912 2.782 -2.611
H -1.188 2.339 -1.658
Ir 0.028 -0.024 2.315
C -1.563 -1.161 1.642
C -1.862 -1.449 0.371
H -2.140 -1.542 2.498
C -0.981 -0.745 -0.716
O -1.979 -0.104 -1.566
H -1.506 0.388 -2.260
C 0.068 0.167 -0.233
H -0.626 -1.590 -1.342
C 0.633 0.710 0.817
Cl 2.051 1.346 3.079
P -1.277 1.977 2.362
P 1.633 -1.790 2.071
C -0.776 3.052 3.742
H 0.289 3.287 3.638
H -0.944 2.555 4.703
H -1.379 3.964 3.682
C -1.357 3.100 0.941
H -2.104 2.736 0.225
H -0.380 3.166 0.448
H -1.650 4.098 1.294
C -2.999 1.474 2.651
H -3.041 0.648 3.368
H -3.431 1.140 1.700
H -3.555 2.340 3.028
C 2.518 -2.009 3.642
H 1.806 -2.348 4.402
H 2.955 -1.047 3.933
H 3.306 -2.756 3.494
C 0.805 -3.384 1.781
H 0.390 -3.414 0.766
H -0.011 -3.488 2.507
H 1.529 -4.198 1.914
C 2.939 -1.646 0.815
H 3.277 -0.605 0.741
H 2.555 -1.980 -0.156
H 3.780 -2.286 1.117
P -3.256 -2.547 -0.193
C -3.870 -3.536 1.175
C -2.565 -3.586 -1.496
H -4.200 -2.872 1.988
H -3.073 -4.197 1.544
H -4.719 -4.148 0.831
H -2.191 -2.954 -2.312
H -3.335 -4.268 -1.885
H -1.730 -4.169 -1.086
C -4.539 -1.500 -0.890
H -4.876 -0.797 -0.118
H -5.384 -2.106 -1.245
H -4.089 -0.928 -1.711
H 1.454 1.378 0.497
C -1.449 0.294 5.831
C -0.063 0.115 5.249
C 0.810 -0.683 6.189
O -0.263 -0.741 4.155
H -1.876 -0.698 6.032
H -2.127 0.834 5.165
H -1.334 0.834 6.767
H 0.431 1.086 5.018
H 0.414 -1.702 6.299
H 1.838 -0.730 5.830
H 0.781 -0.178 7.147

94
Properties=species:S:1:pos:R:3 method="wB97M-V/def2-TZVPD" gap_ev="7.58 / 7.65" total_charge=+2 spin_multiplicity=3 e_lumo_ev="-5.96 / -5.85" total_energy_ev=-82613.2617
Pr -1.034 -0.082 -1.122
P 0.332 -2.576 -1.927
P 0.185 2.566 -1.630
N 0.164 0.089 -3.868
C 0.364 -2.443 -3.744
H 1.003 -3.248 -4.135
H -0.653 -2.635 -4.111
C 0.857 -1.128 -4.413
H 1.968 -1.033 -4.345
H 0.590 -1.185 -5.494
C 0.789 1.398 -4.252
H 0.539 1.556 -5.326
H 1.900 1.359 -4.164
C 0.192 2.593 -3.466
H -0.845 2.720 -3.786
H 0.741 3.485 -3.787
C 1.758 3.458 -1.171
C 2.123 3.195 0.290
H 3.062 3.727 0.513
H 2.293 2.127 0.492
H 1.356 3.571 0.987
C -1.230 3.737 -1.144
C -1.233 4.135 0.351
H -2.207 4.593 0.587
H -0.466 4.890 0.591
H -1.108 3.277 1.032
C -1.167 -3.670 -1.568
C -1.240 -4.127 -0.091
H -2.274 -4.438 0.137
H -0.998 -3.318 0.620
H -0.589 -4.995 0.122
C 1.822 -3.599 -1.488
C 2.084 -3.586 0.016
H 3.025 -4.120 0.205
H 1.296 -4.096 0.583
H 2.197 -2.571 0.415
C 1.605 -0.023 -1.218
O 2.757 0.022 -1.359
C -1.399 4.975 -2.014
H -0.694 5.784 -1.761
H -1.329 4.778 -3.091
H -2.403 5.398 -1.838
C -1.381 -4.877 -2.483
H -2.401 -5.269 -2.321
H -1.301 -4.636 -3.552
H -0.701 -5.717 -2.260
C 1.813 -5.018 -2.050
H 2.832 -5.412 -1.976
H 1.185 -5.696 -1.461
H 1.526 -5.080 -3.109
C 1.770 4.948 -1.505
H 1.175 5.538 -0.799
H 2.801 5.304 -1.410
H 1.453 5.170 -2.532
H 2.495 2.945 -1.810
H 2.620 -3.026 -1.984
H -2.117 3.096 -1.309
H -2.023 -2.979 -1.732
H -0.663 0.101 -4.432
H -2.954 -0.108 -1.027
C -0.901 3.588 5.060
C 0.347 3.385 4.485
C 0.533 2.421 3.483
C -0.577 1.645 3.054
C -1.843 1.876 3.609
C -1.997 2.843 4.618
P -0.264 0.316 1.827
C 0.992 -0.652 2.758
C 2.283 -0.776 2.191
C 3.299 -1.387 2.916
C 3.079 -1.851 4.204
C 1.797 -1.730 4.770
C 0.763 -1.119 4.065
C -1.833 -0.647 1.828
C -1.990 -1.880 2.492
C -3.220 -2.534 2.443
C -4.282 -2.029 1.703
C -4.133 -0.823 1.022
C -2.921 -0.125 1.077
H -1.028 4.315 5.874
H 1.211 3.976 4.816
H 1.511 2.246 3.075
H -2.694 1.305 3.269
H -2.978 2.989 5.062
H 2.457 -0.400 1.193
H 4.307 -1.460 2.471
H 3.888 -2.316 4.772
H 1.608 -2.109 5.782
H -0.208 -1.002 4.516
H -1.158 -2.307 3.024
H -3.347 -3.467 3.001
H -5.218 -2.567 1.665
H -4.913 -0.441 0.371
H -2.829 0.876 0.627

What did the fourth record say?
96
Properties=species:S:1:pos:R:3 method="wB97M-V/def2-TZVPD" gap_ev="3.26 / 4.23" total_charge=+2 spin_multiplicity=6 e_lumo_ev="-4.73 / -8.68" total_energy_ev=-93744.8182
P 1.382 1.094 -2.918
C 3.053 1.482 -2.739
C 3.814 0.821 -3.726
H 3.377 -0.018 -4.267
C 5.089 1.286 -3.988
H 5.660 0.814 -4.783
C 5.613 2.354 -3.251
H 6.612 2.720 -3.485
C 4.872 2.954 -2.224
H 5.300 3.775 -1.651
C 3.586 2.516 -1.936
H 2.985 2.940 -1.133
C 1.004 -0.558 -3.297
C 1.747 -1.669 -2.840
H 2.548 -1.527 -2.114
C 1.440 -2.925 -3.343
H 1.987 -3.793 -2.981
C 0.465 -3.065 -4.335
H 0.277 -4.044 -4.775
C -0.258 -1.959 -4.786
H -0.993 -2.055 -5.579
C -0.037 -0.708 -4.239
H -0.605 0.169 -4.553
C 0.251 2.347 -3.275
C 0.688 2.917 -4.489
H 1.619 2.562 -4.935
C -0.090 3.904 -5.064
H 0.226 4.316 -6.016
C -1.251 4.350 -4.421
H -1.846 5.134 -4.885
C -1.652 3.802 -3.199
H -2.548 4.162 -2.697
C -0.912 2.782 -2.611
H -1.188 2.339 -1.658
Ir 0.028 -0.024 2.315
C -1.563 -1.161 1.642
C -1.862 -1.449 0.371
H -2.140 -1.542 2.498
C -0.981 -0.745 -0.716
O -1.979 -0.104 -1.566
H -1.506 0.388 -2.260
C 0.068 0.167 -0.233
H -0.626 -1.590 -1.342
C 0.633 0.710 0.817
Cl 2.051 1.346 3.079
P -1.277 1.977 2.362
P 1.633 -1.790 2.071
C -0.776 3.052 3.742
H 0.289 3.287 3.638
H -0.944 2.555 4.703
H -1.379 3.964 3.682
C -1.357 3.100 0.941
H -2.104 2.736 0.225
H -0.380 3.166 0.448
H -1.650 4.098 1.294
C -2.999 1.474 2.651
H -3.041 0.648 3.368
H -3.431 1.140 1.700
H -3.555 2.340 3.028
C 2.518 -2.009 3.642
H 1.806 -2.348 4.402
H 2.955 -1.047 3.933
H 3.306 -2.756 3.494
C 0.805 -3.384 1.781
H 0.390 -3.414 0.766
H -0.011 -3.488 2.507
H 1.529 -4.198 1.914
C 2.939 -1.646 0.815
H 3.277 -0.605 0.741
H 2.555 -1.980 -0.156
H 3.780 -2.286 1.117
P -3.256 -2.547 -0.193
C -3.870 -3.536 1.175
C -2.565 -3.586 -1.496
H -4.200 -2.872 1.988
H -3.073 -4.197 1.544
H -4.719 -4.148 0.831
H -2.191 -2.954 -2.312
H -3.335 -4.268 -1.885
H -1.730 -4.169 -1.086
C -4.539 -1.500 -0.890
H -4.876 -0.797 -0.118
H -5.384 -2.106 -1.245
H -4.089 -0.928 -1.711
H 1.454 1.378 0.497
C -1.449 0.294 5.831
C -0.063 0.115 5.249
C 0.810 -0.683 6.189
O -0.263 -0.741 4.155
H -1.876 -0.698 6.032
H -2.127 0.834 5.165
H -1.334 0.834 6.767
H 0.431 1.086 5.018
H 0.414 -1.702 6.299
H 1.838 -0.730 5.830
H 0.781 -0.178 7.147